Record 1
ORCA calculation (wB97M-V/def2-TZVPD) on a 6-piece molecular cluster, C22H48ClFN3O13PS5 overall at a distorted geometry.

```
! RIJCOSX wB97M-V def2-TZVPD def2/J DEFGRID3
* xyz 0 1
H 4.64 -2.42 -6.31
S 0.65 -4.64 1.37
H 0.21 4.15 2.00
O -1.00 -2.07 -0.35
H 5.73 -9.02 2.71
C 6.06 -8.26 -0.02
H 2.06 -2.41 -6.23
H -9.88 5.22 2.02
H -0.57 1.89 -3.22
H 2.47 -5.31 -0.02
C 2.49 2.37 -1.70
O 3.18 1.46 -0.95
C -0.11 -6.16 0.77
N 0.68 1.51 -5.34
H 0.29 -7.00 1.33
C 0.31 4.37 5.84
C -8.17 3.82 -0.89
C 4.68 -1.48 -6.86
H -4.93 3.92 0.01
O 3.37 0.98 1.77
H 0.77 3.54 5.30
O 1.19 -0.25 1.86
O 3.03 3.34 -2.13
H -7.43 3.07 -1.15
H 1.08 -0.95 -6.54
O 3.28 -1.54 1.27
C 1.03 1.95 -1.79
H -2.77 4.24 1.56
H 3.45 0.83 2.72
C 0.71 2.81 0.46
S -1.35 3.90 6.35
H 0.22 5.24 5.19
H -0.31 1.77 6.66
H 2.07 -1.65 -7.86
C 1.19 2.15 -4.38
O -2.04 3.39 5.14
C 1.09 0.44 -1.44
H 6.91 -8.04 0.63
H 4.56 -1.65 -7.93
C -0.85 2.46 7.31
O 3.33 0.79 -7.17
H -3.62 0.76 0.49
C -3.19 2.63 0.22
C 2.49 0.28 -0.68
H 0.85 -1.15 1.96
C 4.84 -9.27 2.13
H -0.23 2.78 8.14
H 0.90 4.63 6.72
H -1.18 -6.08 0.92
H 6.10 -9.29 -0.36
H -0.79 4.29 0.56
N -1.34 2.71 1.88
H -1.24 2.82 2.87
H 2.54 -6.07 1.60
H -10.51 4.83 0.40
H -3.38 2.80 2.34
C -0.34 3.57 1.25
O -7.20 4.19 1.55
H 5.62 -0.98 -6.67
C 2.33 -5.15 1.05
F 3.25 -0.70 -1.24
C -0.50 -1.05 -0.60
H -2.68 3.18 -0.57
H -7.81 4.81 -1.15
S 3.36 -0.41 -6.27
N -0.10 0.09 -0.73
S -8.44 3.72 0.88
H -9.15 5.99 0.59
C 0.41 2.34 -3.12
H 0.11 -6.27 -0.29
H -5.24 2.43 0.91
C 2.00 -1.47 -6.78
H 0.26 3.42 -3.01
C -2.70 3.14 1.57
P 2.60 -0.25 1.14
H -9.11 3.61 -1.41
C -4.68 2.86 0.08
H 1.62 3.41 0.45
O 3.42 -8.48 0.04
O -2.91 1.24 0.07
H 2.18 2.59 -4.48
H 1.32 1.51 -6.13
H 6.05 -7.58 -0.87
C -9.62 5.08 0.97
H -5.01 2.41 -0.85
O 0.21 2.62 -0.86
H 0.88 1.87 0.98
Cl 1.20 -0.64 -2.90
H 2.99 -4.36 1.39
S 4.53 -8.00 0.90
H -1.76 1.99 7.68
H 4.96 -10.24 1.64
O 0.47 -4.61 2.85
H 3.97 -9.31 2.79
*
```

The HOMO energy comes out at -8.56 eV. The LUMO energy comes out at 0.3 eV.

Record 2
ORCA calculation (wB97M-V/def2-TZVPD) on C4H10F8LiN4O18S8 as an isolated structure at a distorted geometry.

```
! RIJCOSX wB97M-V def2-TZVPD def2/J DEFGRID3
* xyz -3 1
H 1.03 1.89 -2.69
N 0.26 1.58 4.09
O -0.92 -0.10 -2.24
F 2.49 -1.86 1.17
H -0.42 0.47 -4.09
S 3.35 0.87 -0.99
O 2.77 1.84 4.01
C 0.00 2.16 -2.92
H -0.79 4.44 -0.59
H -0.29 4.76 -2.31
F -4.77 -0.95 4.08
O -4.16 -0.20 -0.30
F -2.73 -2.04 -0.07
H -0.31 -1.96 -3.10
O 0.45 0.87 1.45
N 2.13 0.01 -1.22
O -2.93 0.40 3.60
S 1.30 -2.89 0.82
O 4.50 0.28 -0.34
O -5.11 0.71 2.53
F -0.22 -5.27 3.15
Li 0.32 -0.08 -0.68
H 0.06 2.91 -3.70
O -1.51 -3.76 1.89
H 0.85 4.06 -1.07
O 1.77 -0.49 3.74
O -0.53 2.79 -1.71
O 1.00 3.28 2.02
F 1.61 0.80 5.77
C -1.21 -1.43 -2.80
S 1.64 0.92 4.14
S 0.38 1.98 2.40
F 2.71 1.67 0.28
N -3.89 -1.46 2.02
S -4.08 -0.19 2.90
O 2.40 0.05 -3.98
O 0.30 -1.90 0.34
F -1.13 2.37 2.30
C -0.89 0.96 -3.24
O -0.01 -5.42 0.77
S 2.84 -0.51 -2.69
O 3.56 2.05 -1.83
C -0.18 4.11 -1.43
O 4.08 -1.25 -2.65
H -1.78 -2.15 -2.22
H -1.92 -1.36 -3.61
H -1.87 1.29 -3.59
O -1.91 -0.04 0.73
F 1.99 -1.85 -2.67
S -3.20 -0.66 0.63
O 1.96 -3.75 -0.12
N 1.23 -3.54 2.20
S -0.20 -4.43 1.80
*
```

The HOMO energy comes out at -2.02 eV. The LUMO energy comes out at 5.5 eV.

Record 3
ORCA calculation (wB97M-V/def2-TZVPD) on C33H64N4O12P3S as an isolated structure at a distorted geometry.

```
! RIJCOSX wB97M-V def2-TZVPD def2/J DEFGRID3
* xyz 1 1
C 2.21 -1.91 0.54
H -4.24 -7.72 -1.21
O -0.99 3.24 1.37
H -7.23 0.56 -2.13
H 0.57 1.46 2.28
H -2.75 -8.30 1.90
H 1.89 -0.12 1.52
O 4.92 1.17 -1.75
H 5.32 2.88 0.74
H -2.29 2.48 -1.32
C 2.40 6.82 1.09
H 1.09 6.26 -0.53
O -1.26 -7.51 0.66
H -1.45 -2.96 2.71
H -1.30 -4.73 2.72
C 4.90 3.88 0.56
H 3.99 -0.94 2.46
H -1.99 -8.52 -2.10
C 3.67 0.23 0.70
C -3.90 -7.51 -2.23
H 5.84 0.93 -1.95
C 3.94 -1.46 -2.26
H 6.34 9.18 4.70
N 2.32 0.94 -2.59
S 1.90 1.83 -4.04
H -4.35 -8.25 -2.89
C 1.31 0.88 -1.66
H -5.07 -3.12 0.96
H 2.93 -1.85 -2.16
C 6.39 7.25 3.75
H -6.93 2.36 -3.49
H -0.17 -0.83 1.62
C -0.65 1.12 -0.91
C -3.97 0.11 -1.37
C 1.88 5.81 0.08
H -1.71 -0.23 1.09
C -0.67 0.05 1.22
H -2.89 -9.60 -0.21
P -2.20 -6.34 0.03
H -6.56 -2.35 1.50
O 5.47 6.25 3.30
H -7.49 -0.99 -0.27
H 3.63 1.29 0.47
H -4.29 -6.52 -2.50
H -1.11 -8.87 2.16
H -3.67 -0.09 -4.11
N 0.13 1.40 -1.96
C -6.32 0.20 -1.65
H 1.67 -2.29 1.41
C 4.09 0.11 2.18
H 3.83 3.74 0.40
H 4.35 -1.95 -3.15
P 4.92 6.25 1.77
H -4.48 2.50 -2.95
H 1.63 -2.24 -0.32
H -2.59 1.40 0.03
H 4.44 -0.28 0.13
C -6.21 1.75 -4.04
H -6.00 2.22 -5.01
P 3.94 0.33 -2.79
H 3.21 -2.34 0.53
H 2.69 5.49 -0.59
H 3.46 0.72 2.84
O -1.18 -5.06 0.11
C -5.06 0.60 -2.09
H 5.22 8.00 5.39
O -2.53 2.37 2.73
C -5.40 -1.19 0.09
C -1.05 -3.82 2.17
H 5.18 5.49 -0.87
C 2.25 -0.35 0.52
H -2.38 -10.67 1.10
H 5.40 3.86 -1.53
H -0.67 0.74 3.32
H -1.19 -10.06 -0.07
N 1.35 0.31 -0.42
H 1.57 7.20 1.68
H -3.28 -1.19 0.21
H 4.62 -1.68 -1.44
O -1.75 -6.55 -1.51
C 5.57 4.48 -0.66
H 6.99 7.62 2.93
H 2.17 0.88 -4.95
H -2.66 -3.74 0.71
C -0.47 1.13 2.32
H -1.14 -3.03 0.17
C -2.09 -9.80 0.50
C -5.52 -2.16 1.24
O -3.20 -6.00 1.08
C -2.09 1.49 -0.93
O 5.11 4.62 1.76
H -2.92 1.49 -4.23
C 5.66 8.37 4.47
H 1.49 4.93 0.58
H 6.64 4.58 -0.50
C -3.87 0.96 -4.32
C -4.89 1.54 -3.28
H -2.10 -7.31 -3.36
O 3.30 6.21 2.02
O -2.70 0.51 -1.80
H -6.65 0.78 -4.25
H 0.04 -3.75 2.17
H 7.07 6.75 4.45
H -2.50 3.09 3.37
C -1.57 -3.86 0.75
C -2.39 -7.53 -2.34
C -1.83 -8.60 1.39
H 4.84 8.76 3.86
C -6.50 -0.67 -0.58
H -4.97 -1.78 2.11
H -4.25 1.05 -5.33
N 0.04 0.47 0.01
C -1.32 2.36 2.09
C -4.14 -0.78 -0.32
H 5.13 0.40 2.29
H 2.87 7.67 0.59
O 5.23 7.62 1.31
*
```

The HOMO energy comes out at -10.88 eV. The LUMO energy comes out at -2.5 eV.

Record 4
ORCA calculation (wB97M-V/def2-TZVPD) on C29H36BiN5O4S2 as an isolated structure at a distorted geometry.

```
! RIJCOSX wB97M-V def2-TZVPD def2/J DEFGRID3
* xyz 0 1
C -2.73 -1.65 5.55
H -2.97 -0.04 -2.61
H -1.15 1.02 -1.38
C -0.60 4.02 3.27
H -2.55 3.32 2.54
C 1.14 4.05 1.66
N 3.11 -1.80 -1.96
H -2.03 -1.06 -1.53
H -3.22 -2.71 3.63
H 4.64 0.56 -3.51
H 1.70 -2.58 0.75
C -3.28 -3.39 -2.83
C 4.88 3.88 -2.90
H -2.43 0.01 8.05
H 0.53 -0.55 0.29
H -3.93 -4.87 -4.20
C 4.27 1.54 -3.13
C 2.33 -1.69 0.40
C 3.16 1.73 -2.32
C 3.15 -2.36 -0.72
H 1.96 0.32 0.45
H 5.52 4.70 -3.17
C -1.20 0.23 5.19
H -0.78 -2.00 -3.41
H -4.51 -4.99 -2.62
H 1.37 4.97 3.63
H -4.39 -0.67 2.11
C -1.68 -1.41 -3.65
H 2.98 -1.44 1.22
C -1.95 -1.09 3.38
O -1.12 -0.31 1.06
C -2.77 -1.86 4.18
O 3.76 -2.71 -5.33
H -1.11 1.24 -3.00
C -1.47 3.50 2.32
N -0.97 0.55 -2.29
O 3.66 -3.47 -0.55
C 0.69 4.43 2.92
C -1.92 -0.64 6.05
C 0.32 3.28 0.77
N 1.54 -0.50 -0.02
C -1.66 -0.59 7.54
H -3.83 -2.81 -2.07
H -1.45 -0.79 -4.53
O 2.42 -1.09 -4.40
C 2.22 3.23 -0.37
H -2.35 -3.84 -2.35
H -3.74 -1.89 -4.19
H 5.89 2.46 -4.19
H -0.68 1.13 5.52
S -2.05 -1.30 1.65
Bi 1.70 0.01 -2.47
C 3.89 -2.42 -2.98
C 3.88 4.09 -1.98
H -0.82 4.15 4.36
C 5.15 2.63 -3.45
N -4.23 -4.36 -3.37
C 3.10 2.98 -1.58
H -1.62 -1.62 7.93
H -4.11 -1.36 0.53
C 3.32 -2.09 -4.40
C -3.69 -0.65 1.26
H 3.61 5.09 -1.58
H -0.61 0.44 3.11
H -2.52 -2.98 -4.85
H -3.41 -2.13 6.21
C -1.04 3.12 1.05
C -1.98 -0.49 -2.51
H -3.56 0.42 0.92
H -0.68 -0.13 7.73
H -1.75 2.60 0.39
N 0.99 2.69 -0.29
C -2.87 -2.38 -3.99
H 3.98 -3.49 -2.87
S 2.77 4.05 1.00
H 4.97 -2.21 -2.91
C -1.14 -0.07 3.85
*
```

The HOMO energy comes out at -7.86 eV. The LUMO energy comes out at -0.4 eV.